The following is a quantum chemistry calculation of C8H7NO2 in the gas phase, from the OMol25 dataset.

SMILES: Cc1ccc2c(=O)[nH]oc2c1
HOMO-LUMO gap (hartree): 0.337
Energy above the lowest of the compared OMol25 structures with the same formula, charge and spin (kcal/mol): 58.23
E (Ha): -514.2088
Maximum force (eV/A): 3.9
HOMO level (eV): -8.9023
Net charge: 0

```
18
Properties=species:S:1:pos:R:3:forces:R:3:mulliken_charge:R:1
C -1.4771 1.9038 -2.7463 -0.450 2.449 0.700 -1.356
C -0.7876 1.0539 -1.7112 2.021 -0.241 0.469 0.801
C -0.8527 -0.3253 -1.9289 -0.382 -1.997 0.958 -0.282
C -0.3022 -1.2927 -1.0526 -0.026 3.277 1.247 -0.841
C 0.2234 -0.7824 0.1977 -0.103 0.233 1.177 0.603
C 0.5150 -1.3488 1.5847 1.100 0.740 -0.585 0.183
O 0.4617 -2.4462 2.0664 -0.445 -0.423 -0.040 -0.604
N 1.0428 -0.2427 2.3164 0.018 -2.017 -0.076 -0.047
O 1.0249 0.9399 1.6224 -1.524 0.404 -1.522 -0.350
C 0.3922 0.5896 0.4373 0.004 1.029 -3.763 0.343
C 0.0664 1.5011 -0.6734 -1.549 -1.185 1.599 -0.905
H -1.1349 2.9595 -2.9358 0.457 -0.983 0.727 0.352
H -2.5240 2.1281 -2.4496 0.343 -0.686 -0.216 0.278
H -1.4363 1.4826 -3.7231 -0.238 -0.744 -0.596 0.392
H -1.5283 -0.6898 -2.7091 0.640 0.061 -0.111 0.331
H -0.2773 -2.3170 -1.3052 -0.277 -0.967 0.069 0.455
H 0.9119 -0.1624 3.3191 -0.069 0.181 -0.344 0.264
H 0.1318 2.5533 -0.5655 0.480 0.870 0.307 0.382
```
Positions in Å, forces in eV/Å.